[1]
Here is C21H42CrN3O3 as an isolated structure at a distorted geometry from the OMol25 dataset. Energies are from wB97M-V/def2-TZVPD.

As for the calculated total energy: -2259.3960 a.u. Its frontier orbital gap (alpha / beta) is 6.92 / 4.91 eV. The lowest unoccupied orbital energy (alpha / beta) comes out at -4.30 / -5.97 eV. Its expectation value of S² is 6.0220. The spin multiplicity is 5. The energy relative to the best compared isomer or geometry (same formula, charge and spin) comes out at 60.81 kcal per mole. Its HOMO energy (alpha / beta) is -11.2 / -10.9 eV. The charge is +1.

Cartesian coordinates (Å):
1 Cr -1.40940 0.20667 0.12882
2 C 1.08196 2.18529 2.97466
3 C -0.30659 1.61143 3.08018
4 C -1.23596 2.76766 3.32029
5 O -0.74004 0.94412 1.92510
6 H 1.82358 1.45027 2.66188
7 H 1.46517 2.40741 3.97061
8 H 1.11018 3.05500 2.31821
9 H -0.41882 0.94000 3.93146
10 H -1.50623 3.33369 2.42885
11 H -0.81200 3.47318 4.03485
12 H -2.16606 2.52285 3.83321
13 C -4.58719 3.22180 1.17127
14 C -4.21410 2.29503 -0.03235
15 C -4.39498 3.05841 -1.39278
16 O -3.13511 1.35975 -0.05488
17 H -3.92963 4.08988 1.12488
18 H -4.63663 2.73035 2.14294
19 H -5.63846 3.50978 1.17214
20 H -5.14600 1.73022 -0.05801
21 H -3.52347 3.62801 -1.71548
22 H -5.22369 3.76601 -1.41805
23 H -4.67088 2.39450 -2.21206
24 C -0.71965 -2.82518 -2.54225
25 C -0.94682 -1.37064 -2.90678
26 C -1.76540 -1.13118 -4.20108
27 O -1.37945 -0.62512 -1.76034
28 H -1.62479 -3.39439 -2.33054
29 H 0.04689 -3.10438 -1.81937
30 H -0.29430 -3.36010 -3.39140
31 H 0.01732 -0.99173 -3.24582
32 H -1.28705 -1.51330 -5.10290
33 H -1.93772 -0.05709 -4.27001
34 H -2.71654 -1.66343 -4.18991
35 C 5.70782 -3.17198 0.23664
36 C 4.53488 -2.23633 -0.26241
37 C 3.13089 -2.88144 0.20884
38 C 2.02255 -1.93647 0.14362
39 N 1.13230 -1.22403 0.09912
40 H 5.66837 -4.17871 -0.17934
41 H 5.70087 -3.38976 1.30465
42 H 6.66486 -2.72304 -0.02914
43 H 4.59839 -2.03934 -1.33257
44 H 4.80789 -1.29908 0.22250
45 H 3.12305 -3.25880 1.23140
46 H 2.88986 -3.72767 -0.43452
47 C 0.24594 -5.26442 0.95295
48 C -1.20174 -5.12748 0.47614
49 C -2.14165 -4.30580 1.28867
50 C -2.10898 -2.82371 1.14164
51 N -2.01702 -1.66659 1.09366
52 H 0.43435 -6.06631 1.66680
53 H 0.52272 -4.26797 1.29731
54 H 0.88200 -5.49258 0.09770
55 H -1.65007 -6.11240 0.34561
56 H -1.28566 -4.64929 -0.49976
57 H -2.15089 -4.53378 2.35452
58 H -3.15873 -4.57563 1.00436
59 C 3.66271 5.09845 -1.09158
60 C 2.74495 3.92850 -1.30572
61 C 1.50918 4.01471 -0.33545
62 C 0.55892 2.93803 -0.53133
63 N -0.14564 2.00998 -0.75039
64 H 4.50748 5.25789 -1.76168
65 H 3.90217 4.94940 -0.03871
66 H 3.16984 6.07065 -1.08651
67 H 3.39198 3.09089 -1.04521
68 H 2.34974 4.02803 -2.31666
69 H 0.94354 4.94151 -0.43123
70 H 1.87501 3.97979 0.69073

[2]
Here is C37H36IN2O2PV as an isolated structure from the OMol25 dataset. Energies are from wB97M-V/def2-TZVPD.

As for the calculated total energy: -3274.1524 a.u. Its frontier orbital gap (alpha / beta) is 6.33 / 7.11 eV. The lowest unoccupied orbital energy (alpha / beta) comes out at -7.02 / -6.25 eV. Its expectation value of S² is 0.8751. The spin multiplicity is 2. Its HOMO energy (alpha / beta) is -13.4 / -13.4 eV. The charge is +2.

Cartesian coordinates (Å):
1 V -0.88773 0.79374 -0.59900
2 C -2.02266 1.34538 1.46602
3 C -2.95103 0.65718 0.63205
4 C -3.10693 1.39483 -0.58249
5 C -2.30815 2.55533 -0.47935
6 C -1.61844 2.51488 0.77705
7 C -0.79770 3.62338 1.33530
8 C -2.27051 3.66102 -1.47872
9 C -4.07696 1.10916 -1.68553
10 C -3.84653 -0.43884 1.10229
11 C -1.83411 1.09096 2.92518
12 H -0.10993 3.27345 2.09847
13 H -1.46551 4.35422 1.80038
14 H -0.22653 4.12981 0.56104
15 H -2.32248 3.28383 -2.50140
16 H -1.37975 4.27249 -1.37010
17 H -3.14411 4.30132 -1.33223
18 H -4.44267 0.08425 -1.66296
19 H -3.65007 1.30029 -2.67019
20 H -4.94785 1.75970 -1.57791
21 H -4.36893 -0.94042 0.29271
22 H -4.60761 0.01665 1.74399
23 H -3.32140 -1.17789 1.70240
24 H -0.80897 1.21639 3.26358
25 H -2.15290 0.09342 3.21301
26 H -2.44482 1.81599 3.47015
27 I -1.98228 -1.63641 -1.41854
28 C -0.62730 -3.24443 -1.34026
29 C -1.13645 -4.30626 -2.03361
30 C -0.39646 -5.48635 -2.19343
31 C 0.85337 -5.54761 -1.66156
32 C 1.39268 -4.45944 -0.93468
33 C 2.69438 -4.61071 -0.40592
34 C 3.27632 -3.62338 0.32659
35 C 2.55077 -2.45034 0.56353
36 C 1.28619 -2.22706 0.05156
37 P 0.55661 -0.72900 0.80454
38 C 1.90258 0.49477 0.84964
39 C 1.91213 1.48079 1.83330
40 C 2.82971 2.52097 1.78540
41 C 3.73669 2.59575 0.74081
42 C 3.72906 1.62101 -0.25153
43 C 2.82031 0.57912 -0.20091
44 C 0.15680 -1.32835 2.45356
45 C -0.91314 -2.22019 2.54094
46 C -1.23619 -2.79505 3.75880
47 C -0.48887 -2.48152 4.88738
48 C 0.59847 -1.62610 4.79311
49 C 0.93666 -1.05254 3.57380
50 C 0.65335 -3.25087 -0.73086
51 H -2.11440 -4.24817 -2.49468
52 H -0.81897 -6.31308 -2.74636
53 H 1.46481 -6.43278 -1.78065
54 H 3.21450 -5.54190 -0.59378
55 H 4.26830 -3.73678 0.74163
56 H 3.01309 -1.70103 1.19219
57 H 1.21859 1.43002 2.66142
58 H 2.83971 3.26563 2.57097
59 H 4.45754 3.40199 0.70569
60 H 4.44887 1.66249 -1.05899
61 H 2.82784 -0.17669 -0.97653
62 H -1.46464 -2.48618 1.64691
63 H -2.06048 -3.49264 3.83198
64 H -0.74378 -2.92526 5.84070
65 H 1.19567 -1.41379 5.67010
66 H 1.80494 -0.41347 3.50009
67 C 1.55298 3.92977 -3.10568
68 N 1.23220 2.50093 -3.20097
69 C 1.51569 1.77418 -4.35846
70 C 1.25262 0.46545 -4.44838
71 C 0.66628 -0.26049 -3.32270
72 O 0.47854 -1.45544 -3.31398
73 N 0.39945 0.53436 -2.20032
74 C 0.68668 1.84156 -2.17647
75 O 0.31760 2.38640 -1.08085
76 H 2.53974 4.09898 -3.52879
77 H 1.55796 4.21738 -2.05927
78 H 0.81522 4.51927 -3.64729
79 H 1.95882 2.35167 -5.15790
80 H 1.48354 -0.08968 -5.34494

[3]
Here is an isolated molecule of C5H10N2 at a distorted geometry from the OMol25 dataset. Energies are from wB97M-V/def2-TZVPD.

As for the calculated total energy: -305.9333 a.u. Its frontier orbital gap is 9.44 eV. The lowest unoccupied orbital energy comes out at 1.02 eV. The spin multiplicity is 1. The energy relative to the best compared isomer or geometry (same formula, charge and spin) comes out at 56.84 kcal per mole. Its HOMO energy is -8.4 eV.

Cartesian coordinates (Å):
1 C 1.41481 0.56318 -0.56463
2 C 0.14240 -1.02837 0.50944
3 C -1.10121 -0.75484 -0.48239
4 C 0.06862 1.09084 0.19868
5 C 0.01479 0.14698 1.37457
6 H 1.22856 0.88633 -1.66479
7 H 2.45447 0.88630 -0.29419
8 H 0.94693 -1.27697 -1.22588
9 H -0.00038 -1.94527 0.93593
10 H -1.29235 -1.19044 -1.41856
11 H -2.00657 -1.14029 -0.10454
12 H -1.98733 1.22221 -0.45767
13 H 0.01683 2.15961 0.32127
14 H -0.88199 0.25422 1.95964
15 H 0.75758 0.40799 1.96920
16 N 1.29710 -0.91398 -0.35210
17 N -1.07227 0.63250 -0.70398

[4]
Here is an isolated molecule of C7H8O at a distorted geometry from the OMol25 dataset. Energies are from wB97M-V/def2-TZVPD.

As for the calculated total energy: -346.5874 a.u. Its frontier orbital gap is 9.81 eV. The lowest unoccupied orbital energy comes out at 0.61 eV. The spin multiplicity is 1. The energy relative to the best compared isomer or geometry (same formula, charge and spin) comes out at 118.04 kcal per mole. Its HOMO energy is -9.2 eV.

Cartesian coordinates (Å):
1 C 0.40516 1.64211 -0.30105
2 C -0.79198 1.30561 -0.32996
3 C 1.73873 1.18534 0.05700
4 C 1.37664 -0.32615 0.45793
5 C 0.38859 -1.15775 -0.34086
6 C -0.93126 -1.03825 -0.56667
7 C -1.87185 0.17802 -0.42568
8 O -2.65325 0.11065 0.71697
9 H 2.35349 1.39219 -0.84075
10 H 2.05305 1.80639 0.83815
11 H 2.33215 -0.99523 0.49437
12 H 0.79282 -0.09020 1.44439
13 H 0.91886 -2.03935 -0.44828
14 H -1.26701 -2.01401 -0.99895
15 H -2.46456 0.41008 -1.23485
16 H -2.37956 -0.36946 1.47824

- What is the calculated total energy in the third record?
  -305.9333 a.u.